w.
Entry from the OMol25 dataset: 2 unconnected molecules or ions with the total composition C9H9N3O2 (wB97M-V/def2-TZVPD).

```
! wB97M-V def2-TZVPD RIJCOSX def2/J DEFGRID3
* xyz 0 1
O -2.3924 -0.3680 2.5671
C -2.1528 -0.8076 1.3929
C -2.5610 -0.3797 0.2191
C -2.0678 -0.8126 -1.0047
N -0.9852 -1.4626 -1.1142
C -0.4593 -2.1211 0.1366
O 0.6074 -2.7461 -0.0600
N -1.0481 -1.7385 1.3158
H -3.3504 0.3182 0.1114
H -2.5864 -0.5111 -1.8812
H -0.4851 -1.6253 -1.9479
H -0.6456 -2.0446 2.2268
C 2.3972 2.1331 -0.0865
C 1.3075 2.3999 -0.8232
C 0.3352 1.3836 -0.8708
N 0.5627 0.0908 -0.4570
C 1.6562 -0.1760 0.3753
C 2.6303 0.8601 0.5632
H 3.2864 2.7545 -0.0437
H 1.1248 3.4671 -1.3075
H -0.5664 1.5929 -1.5080
H 1.8285 -1.0675 0.9705
H 3.5642 0.8606 1.2260
*
```

## Properties
**LUMO level**: 0.51 eV
**Highest occupied orbital energy**: -8.44 eV
**SMILES**: O=c1cc[nH]c(=O)[nH]1.c1ccncc1

=====

x.
Entry from the OMol25 dataset: 2 unconnected molecules or ions with the total composition C9H9N3O2 (wB97M-V/def2-TZVPD).

```
! wB97M-V def2-TZVPD RIJCOSX def2/J DEFGRID3
* xyz 0 1
O -3.1888 2.7227 1.9843
C -2.0692 3.1362 1.7004
C -1.9235 4.3450 0.9554
C -0.6718 4.7585 0.5598
N 0.4464 4.1415 1.0402
C 0.3808 2.9426 1.7696
O 1.3778 2.2549 2.0065
N -0.9005 2.6100 2.1858
H -2.9012 4.7584 0.6515
H -0.4846 5.6944 -0.0041
H 1.3399 4.2958 0.5714
H -0.9192 1.6620 2.5415
C 1.3940 -2.9979 -1.7477
C 1.0548 -3.0903 -0.3325
C 0.3335 -4.2773 -0.2036
N 0.0658 -5.3077 -1.0902
C 0.6387 -5.1894 -2.2973
C 1.3859 -4.0732 -2.6715
H 1.7065 -1.9168 -1.9832
H 1.0053 -2.1571 0.1548
H -0.3786 -4.4897 0.6812
H 0.5798 -6.1235 -2.8352
H 1.7283 -3.6989 -3.6372
*
```

## Properties
**LUMO level**: 0.30 eV
**Highest occupied orbital energy**: -9.61 eV
**SMILES**: O=c1cc[nH]c(=O)[nH]1.c1ccncc1

=====

Of them, x has the highest stability.

=====

w.
Entry from the OMol25 dataset: a molecular structure, C3H8CsO (wB97M-V/def2-TZVPD).

```
! wB97M-V def2-TZVPD RIJCOSX def2/J DEFGRID3
* xyz 1 1
Cs -1.9152 -1.6378 -1.2953
C 0.0231 0.0445 1.3889
C -0.0379 0.4688 -0.0571
C 1.0049 -0.1869 -0.9244
O -1.2677 0.1894 -0.6414
H -0.7442 0.6221 1.9043
H 0.9211 0.3728 1.9122
H -0.1868 -1.0155 1.5324
H 0.2014 1.5318 -0.0872
H 0.7711 -0.2830 -1.9847
H 1.2705 -1.2002 -0.6230
H 1.8964 0.4369 -0.9885
H -1.9367 0.6569 -0.1361
*
```

## Properties
**LUMO level**: -3.51 eV
**Highest occupied orbital energy**: -14.88 eV

=====

x.
Entry from the OMol25 dataset: a molecular structure, C3H8CsO (wB97M-V/def2-TZVPD).

```
! wB97M-V def2-TZVPD RIJCOSX def2/J DEFGRID3
* xyz 1 1
Cs -0.9589 2.6472 1.6695
C 0.2857 -1.1388 -1.1137
C -0.4926 -0.0243 -0.2746
C 0.1135 0.0922 1.1331
O -0.4056 1.2265 -0.9809
H 1.3391 -0.8713 -1.1965
H -0.1617 -1.3149 -2.0919
H 0.2424 -2.0178 -0.4707
H -1.5307 -0.2037 0.0053
H -0.3393 0.7544 1.8711
H 1.1614 0.3523 0.9838
H 0.2207 -0.8734 1.6272
H 0.5260 1.3717 -1.1617
*
```

## Properties
**LUMO level**: -3.59 eV
**Highest occupied orbital energy**: -14.46 eV

=====

y.
Entry from the OMol25 dataset: a molecular structure, C3H8CsO (wB97M-V/def2-TZVPD).

```
! wB97M-V def2-TZVPD RIJCOSX def2/J DEFGRID3
* xyz 1 1
Cs -2.0330 -3.3255 0.2686
C 0.6284 1.3207 -0.5864
C 0.3675 -0.1076 -0.1785
C -0.2676 -0.2074 1.1945
O -0.5350 -0.7709 -1.0986
H 1.3857 1.7696 0.0561
H -0.2808 1.9211 -0.5088
H 0.9881 1.3750 -1.6153
H 1.3133 -0.6630 -0.1575
H -1.2801 0.2016 1.1899
H 0.3426 0.2981 1.9385
H -0.3462 -1.2597 1.4986
H -0.2828 -0.5520 -2.0011
*
```

## Properties
**LUMO level**: -3.63 eV
**Highest occupied orbital energy**: -14.07 eV

=====

Of them, y has the highest stability.